[1]
Entry from OMol25: a structure of composition C42H34N3O4RhS4 (ωB97M-V/def2-TZVPD).

Summary:
Multiplicity   5
Total charge   +2
E   -103092.070 eV

Element x y z (Å)
Rh1 -0.943 0.979 0.322
C1 -4.533 -2.801 -1.146
S1 -3.945 -2.547 0.542
C2 -2.338 -1.764 0.216
S2 -2.678 -0.082 -0.409
N1 -1.609 -1.711 1.458
N2 -0.454 -0.839 1.283
C3 -0.368 0.033 2.272
C4 0.815 0.937 2.269
C5 1.576 1.285 3.365
C6 2.637 2.161 3.150
C7 2.864 2.659 1.876
C8 2.016 2.295 0.841
N3 1.018 1.441 1.035
H1 -5.594 -3.022 -1.045
H2 -4.029 -3.639 -1.619
H3 -4.422 -1.899 -1.744
H4 -1.058 -0.027 3.110
H5 1.350 0.889 4.345
H6 3.273 2.458 3.973
H7 3.678 3.342 1.681
H8 2.130 2.689 -0.160
C9 -1.876 1.457 -8.073
C10 -1.469 0.930 -6.730
C11 -1.580 -0.428 -6.437
C12 -1.187 -0.927 -5.208
C13 -0.664 -0.054 -4.266
C14 -0.551 1.305 -4.521
C15 -0.960 1.786 -5.753
S3 -0.145 -0.718 -2.705
O1 0.084 0.474 -1.807
C16 1.476 -1.291 -3.236
C17 2.318 -0.249 -3.662
C18 3.346 -0.498 -4.522
C19 3.403 -1.748 -5.178
C20 4.230 -1.916 -6.315
C21 4.125 -3.033 -7.090
C22 3.168 -4.014 -6.762
C23 2.419 -3.914 -5.624
C24 2.548 -2.796 -4.757
C25 1.742 -2.628 -3.558
C26 1.317 -3.843 -2.808
C27 2.049 -5.082 -3.018
C28 3.432 -5.103 -3.334
C29 4.095 -6.283 -3.524
C30 3.408 -7.510 -3.455
C31 2.095 -7.530 -3.078
C32 1.414 -6.328 -2.783
C33 0.143 -6.369 -2.150
C34 -0.331 -5.235 -1.582
C35 0.290 -3.983 -1.850
S4 -0.009 -2.716 -0.720
O2 -1.661 -2.525 -0.810
C36 -0.025 -3.519 0.842
C37 0.991 -4.341 1.230
C38 1.143 -4.661 2.586
C39 0.368 -4.003 3.587
C40 0.705 -4.246 5.028
C41 -0.643 -3.176 3.217
C42 -1.084 -3.053 1.797
H9 -2.709 0.891 -8.486
H10 -1.045 1.381 -8.777
H11 -2.165 2.504 -8.014
H12 -1.993 -1.100 -7.179
H13 -1.288 -1.985 -4.990
H14 -0.171 1.970 -3.758
H15 -0.889 2.846 -5.962
H16 2.113 0.752 -3.304
H17 4.035 0.285 -4.811
H18 4.907 -1.115 -6.583
H19 4.735 -3.149 -7.974
H20 3.020 -4.857 -7.424
H21 1.690 -4.680 -5.409
H22 3.981 -4.174 -3.386
H23 5.157 -6.273 -3.729
H24 3.933 -8.434 -3.653
H25 1.570 -8.467 -2.946
H26 -0.358 -7.318 -2.017
H27 -1.191 -5.248 -0.925
H28 1.709 -4.717 0.510
H29 1.923 -5.347 2.886
H30 1.763 -4.063 5.217
H31 0.501 -5.285 5.293
H32 0.118 -3.610 5.687
H33 -1.258 -2.680 3.958
H34 -1.959 -3.715 1.672
O3 -1.392 2.759 -0.603
O4 -1.313 3.225 0.556



[2]
Entry from OMol25: a structure of composition C42H34N6O5S2Sn (ωB97M-V/def2-TZVPD).

Summary:
E   -90789.059 eV

Element x y z (Å)
Sn1 -0.212 0.838 0.182
N1 -1.746 -0.329 1.429
C1 -2.671 -1.196 0.682
C2 -1.936 -2.407 0.147
C3 -0.868 -2.115 -0.900
O1 -0.378 -3.062 -1.508
O2 -0.543 -0.884 -1.115
H1 -1.239 -0.834 2.149
H2 -2.228 0.447 1.874
H3 -3.079 -0.602 -0.135
H4 -3.498 -1.519 1.321
H5 -2.640 -3.107 -0.304
H6 -1.449 -2.955 0.960
S1 2.812 -3.880 -2.111
C4 4.021 -4.891 -2.760
C5 4.918 -5.286 -1.814
C6 4.622 -4.747 -0.538
C7 3.505 -3.955 -0.535
C8 2.932 -3.219 0.598
C9 2.013 -2.168 0.389
N2 1.476 -1.450 1.347
C10 1.847 -1.698 2.621
C11 2.742 -2.728 2.948
C12 3.103 -2.952 4.320
C13 2.625 -2.162 5.301
C14 1.737 -1.074 5.002
C15 1.242 -0.216 5.995
C16 0.408 0.825 5.655
C17 0.062 0.955 4.293
N3 0.493 0.156 3.346
C18 1.332 -0.846 3.676
C19 -0.104 1.768 6.655
C20 0.491 2.164 7.819
C21 -0.292 3.091 8.556
C22 -1.467 3.383 7.937
S2 -1.631 2.541 6.460
C23 3.268 -3.499 1.901
H7 4.000 -5.154 -3.805
H8 5.758 -5.934 -2.018
H9 5.231 -4.922 0.337
H10 1.706 -1.918 -0.620
H11 3.782 -3.765 4.548
H12 2.910 -2.328 6.333
H13 1.515 -0.385 7.030
H14 -0.588 1.761 3.966
H15 1.469 1.822 8.126
H16 0.010 3.524 9.498
H17 -2.246 4.050 8.270
H18 3.946 -4.311 2.137
C24 -3.931 3.698 -4.651
O3 -3.746 4.730 -3.697
C25 -3.258 4.379 -2.484
C26 -3.097 5.438 -1.570
C27 -2.615 5.156 -0.325
C28 -2.252 3.851 0.085
C29 -1.870 3.622 1.465
C30 -1.908 4.771 2.451
O4 -1.496 2.525 1.897
C31 -2.381 2.793 -0.861
O5 -2.055 1.549 -0.646
C32 -2.915 3.094 -2.136
H19 -4.326 4.179 -5.541
H20 -4.642 2.952 -4.291
H21 -2.984 3.207 -4.888
H22 -3.367 6.441 -1.869
H23 -2.513 5.973 0.375
H24 -1.193 5.544 2.164
H25 -1.639 4.388 3.433
H26 -2.895 5.230 2.496
H27 -2.999 2.263 -2.820
N4 0.982 -5.514 -7.877
C33 0.890 -4.531 -7.288
C34 0.774 -3.301 -6.551
C35 0.841 -2.083 -7.225
C36 0.748 -0.900 -6.516
C37 0.571 -0.939 -5.138
C38 0.486 -2.149 -4.460
C39 0.598 -3.331 -5.170
N5 0.481 0.267 -4.403
C40 -0.225 1.407 -4.736
C41 -0.053 2.262 -3.692
N6 0.745 1.687 -2.729
C42 1.035 0.499 -3.184
H28 0.982 -2.070 -8.297
H29 0.829 0.052 -7.023
H30 0.315 -2.178 -3.389
H31 0.528 -4.277 -4.649
H32 -0.785 1.479 -5.653
H33 -0.458 3.252 -3.567
H34 1.636 -0.246 -2.689



[3]
Entry from OMol25: a structure of composition C42H35F4N9O22S4Y (ωB97M-V/def2-TZVPD).

Summary:
Total charge   +1
E   -157789.060 eV

Element x y z (Å)
Y1 6.586 -20.483 25.733
N1 7.020 -17.608 27.338
S1 6.540 -16.122 27.145
O1 7.541 -15.107 26.892
O2 5.323 -15.669 27.831
F1 6.017 -16.397 25.637
S2 7.642 -17.251 28.924
O3 6.637 -17.106 30.008
O4 8.897 -16.562 28.976
F2 8.093 -18.836 29.095
N2 4.906 -22.583 27.711
S3 4.219 -22.216 29.339
O5 5.230 -22.071 30.386
O6 2.815 -22.457 29.691
F3 4.161 -20.698 28.836
S4 4.383 -24.003 27.861
O7 3.020 -24.252 27.579
O8 5.070 -24.858 28.822
F4 5.108 -24.477 26.458
C1 0.849 -26.682 22.803
C2 2.114 -27.212 23.148
C3 3.204 -27.145 22.306
C4 3.060 -26.532 21.060
C5 1.768 -26.145 20.639
C6 0.686 -26.189 21.508
N3 4.181 -26.455 20.070
O9 5.260 -26.522 20.555
O10 3.907 -26.217 18.890
H1 0.027 -26.707 23.503
H2 2.267 -27.575 24.153
H3 4.144 -27.593 22.592
H4 1.658 -25.816 19.617
H5 -0.198 -25.668 21.173
C7 -1.745 -29.490 27.012
C8 -0.979 -28.544 27.724
C9 -1.479 -27.331 28.019
C10 -2.818 -26.972 27.660
C11 -3.619 -27.919 26.997
C12 -3.061 -29.162 26.672
N4 -3.391 -25.684 28.053
O11 -2.887 -25.132 29.036
O12 -4.386 -25.374 27.458
H6 -1.365 -30.481 26.814
H7 0.027 -28.698 28.086
H8 -0.904 -26.628 28.604
H9 -4.601 -27.640 26.645
H10 -3.681 -29.903 26.188
C13 0.838 -25.821 33.272
C14 2.218 -26.040 33.046
C15 2.719 -27.333 32.841
C16 1.828 -28.440 32.930
C17 0.498 -28.184 33.217
C18 -0.058 -26.892 33.408
N5 2.283 -29.849 32.791
O13 1.454 -30.767 33.103
O14 3.419 -29.960 32.398
H11 0.552 -24.789 33.408
H12 2.941 -25.238 33.067
H13 3.760 -27.531 32.631
H14 -0.193 -29.007 33.320
H15 -1.099 -26.665 33.585
C19 14.974 -22.656 29.193
C20 14.484 -23.962 29.339
C21 13.103 -24.181 29.005
C22 12.262 -23.150 28.540
C23 12.765 -21.897 28.306
C24 14.090 -21.671 28.642
N6 10.787 -23.343 28.196
O15 10.166 -22.414 27.637
O16 10.307 -24.415 28.443
H16 16.027 -22.500 29.374
H17 15.012 -24.870 29.589
H18 12.638 -25.154 28.957
H19 12.280 -21.082 27.789
H20 14.495 -20.724 28.316
C25 9.285 -31.279 26.295
C26 8.302 -32.260 26.083
C27 6.969 -31.928 26.352
C28 6.591 -30.716 26.857
C29 7.587 -29.733 27.096
C30 8.929 -30.033 26.797
N7 5.190 -30.529 27.328
O17 4.973 -29.596 28.026
O18 4.258 -31.237 27.008
H21 10.313 -31.609 26.309
H22 8.676 -33.238 25.820
H23 6.212 -32.686 26.211
H24 7.417 -28.735 27.473
H25 9.638 -29.236 26.968
C31 11.642 -24.484 18.802
C32 11.980 -25.424 19.792
C33 11.248 -25.447 20.976
C34 10.258 -24.466 21.212
C35 9.946 -23.606 20.234
C36 10.636 -23.562 19.027
N8 9.586 -24.433 22.544
O19 9.755 -25.302 23.326
O20 8.800 -23.469 22.803
H26 12.026 -24.500 17.793
H27 12.700 -26.165 19.475
H28 11.480 -26.113 21.794
H29 9.193 -22.834 20.289
H30 10.216 -23.003 18.203
C37 -1.918 -21.180 24.481
C38 -2.093 -19.831 24.516
C39 -1.038 -19.013 24.824
C40 0.243 -19.563 25.060
C41 0.368 -20.941 25.143
C42 -0.690 -21.790 24.800
N9 1.370 -18.637 25.324
O21 1.217 -17.441 25.459
O22 2.442 -19.262 25.397
H31 -2.625 -21.989 24.378
H32 -3.037 -19.345 24.321
H33 -1.241 -17.955 24.890
H34 1.273 -21.350 25.568
H35 -0.596 -22.860 24.914



[4]
Entry from OMol25: a structure of composition C42H36BGdO2P2 (ωB97M-V/def2-TZVPD).

Summary:
Multiplicity   8
Total charge   +2
E   -88298.366 eV

Element x y z (Å)
C1 1.198 -3.093 -2.654
C2 0.031 -3.285 -1.885
C3 -1.048 -3.962 -2.484
C4 -0.998 -4.340 -3.832
C5 0.131 -4.051 -4.607
C6 1.250 -3.473 -3.996
P1 -0.017 -2.616 -0.156
C7 -1.501 -3.370 0.575
C8 -2.648 -2.591 0.829
C9 -3.739 -3.141 1.508
C10 -3.718 -4.484 1.914
C11 -2.595 -5.280 1.624
C12 -1.500 -4.722 0.958
Gd1 1.101 0.020 1.027
P2 -0.017 2.664 0.068
C13 -1.141 3.321 -1.273
C14 -0.686 4.050 -2.395
C15 -1.561 4.418 -3.425
C16 -2.906 4.032 -3.394
C17 -3.386 3.364 -2.261
C18 -2.522 3.001 -1.225
C19 -0.526 3.578 1.602
C20 0.216 3.334 2.772
C21 -0.308 3.631 4.028
C22 -1.547 4.272 4.150
C23 -2.249 4.619 2.987
C24 -1.739 4.293 1.728
C25 1.654 3.363 -0.308
C26 2.801 2.538 -0.437
C27 4.039 3.154 -0.672
C28 4.154 4.543 -0.772
C29 3.015 5.357 -0.662
C30 1.773 4.760 -0.415
C31 1.390 -3.508 0.658
C32 2.142 -4.533 0.047
C33 3.347 -4.962 0.616
C34 3.805 -4.387 1.812
C35 3.012 -3.448 2.479
C36 1.790 -3.041 1.926
H1 1.196 2.839 2.719
H2 0.262 3.349 4.920
H3 -1.945 4.503 5.147
H4 -3.211 5.141 3.051
H5 -2.315 4.559 0.837
H6 0.372 4.306 -2.497
H7 -1.183 5.003 -4.266
H8 -3.578 4.268 -4.223
H9 -4.446 3.114 -2.186
H10 -2.900 2.426 -0.376
H11 2.755 1.433 -0.373
H12 4.929 2.526 -0.763
H13 5.127 4.994 -0.958
H14 3.090 6.438 -0.748
H15 0.894 5.395 -0.279
H16 1.807 -4.995 -0.884
H17 3.927 -5.751 0.129
H18 4.767 -4.691 2.235
H19 3.330 -3.019 3.435
H20 1.118 -2.413 2.527
H21 -2.667 -1.552 0.511
H22 -4.624 -2.521 1.722
H23 -4.571 -4.908 2.455
H24 -2.576 -6.338 1.917
H25 -0.629 -5.342 0.758
H26 -1.948 -4.189 -1.906
H27 -1.840 -4.869 -4.283
H28 0.152 -4.299 -5.673
H29 2.166 -3.322 -4.573
H30 2.065 -2.616 -2.189
H31 0.113 0.224 -3.589
H32 0.800 0.275 -3.813
O1 -0.566 -1.594 3.453
B1 -0.545 -0.278 2.803
O2 -1.342 0.616 3.590
C37 -1.533 -0.037 4.779
C38 -1.828 0.459 6.025
C39 -1.803 -0.366 7.161
C40 -1.463 -1.690 7.027
C41 -1.165 -2.198 5.760
C42 -1.139 -1.369 4.658
H33 -2.021 1.529 6.141
H34 -2.051 0.023 8.149
H35 -1.426 -2.328 7.903
H36 -0.908 -3.246 5.617



[5]
Entry from OMol25: a structure of composition C42H36BMoN9O2S6Te (ωB97M-V/def2-TZVPD).

Summary:
Multiplicity   4
Total charge   -1
E   -136486.629 eV

Element x y z (Å)
Mo1 -0.553 -0.317 0.224
C1 -0.154 -3.829 1.091
C2 -0.483 -2.864 2.188
C3 -0.614 -3.204 3.582
C4 -0.794 -2.011 4.204
N1 -0.783 -1.045 3.295
N2 -0.603 -1.538 2.055
B1 -0.833 0.515 3.379
N3 0.537 0.983 2.770
C5 1.682 1.314 3.450
C6 2.713 1.361 2.535
C7 2.133 1.034 1.294
C8 2.776 1.066 -0.067
N4 0.842 0.772 1.467
N5 -2.021 1.006 2.532
C9 -3.134 1.646 2.956
C10 -3.923 1.896 1.839
C11 -3.228 1.384 0.721
C12 -3.694 1.253 -0.677
N6 -2.087 0.842 1.191
N7 -0.922 1.056 4.817
C13 -0.581 2.280 5.275
C14 -0.958 2.352 6.589
C15 -1.549 1.123 6.848
C16 -2.124 0.611 8.140
N8 -1.516 0.325 5.801
H1 -0.817 -4.682 1.144
H2 0.814 -4.294 1.288
H3 -0.209 -3.332 0.134
H4 -0.450 -4.177 4.042
H5 -1.086 -1.755 5.171
H6 1.725 1.455 4.482
H7 3.768 1.512 2.727
H8 3.451 1.910 -0.150
H9 1.957 1.021 -0.807
H10 3.363 0.169 -0.217
H11 -3.271 1.901 3.984
H12 -4.937 2.240 1.828
H13 -4.453 2.028 -0.813
H14 -4.129 0.266 -0.875
H15 -2.853 1.369 -1.397
H16 -0.019 3.001 4.692
H17 -0.868 3.172 7.233
H18 -1.417 0.463 8.970
H19 -2.487 -0.365 7.926
H20 -2.880 1.302 8.455
O1 2.307 -1.687 1.019
C17 2.072 -1.853 -0.168
O2 1.010 -1.444 -0.772
C18 3.110 -2.663 -0.953
C19 4.340 -2.806 -0.329
C20 5.327 -3.678 -0.848
C21 5.113 -4.282 -2.077
C22 3.941 -4.082 -2.735
C23 2.925 -3.294 -2.202
S1 1.521 -3.013 -3.287
H21 4.548 -2.298 0.612
H22 6.253 -3.772 -0.347
H23 5.928 -4.879 -2.538
H24 3.772 -4.581 -3.673
N9 2.640 8.371 -3.274
C24 2.181 7.325 -3.071
C25 1.571 6.078 -2.770
C26 1.406 5.076 -3.727
C27 0.843 3.843 -3.377
C28 0.351 3.642 -2.082
C29 0.390 4.712 -1.203
C30 1.042 5.875 -1.518
C31 -0.210 2.404 -1.600
C32 -0.419 1.254 -1.219
H25 1.784 5.225 -4.730
H26 0.798 3.004 -4.073
H27 0.027 4.575 -0.165
H28 1.223 6.651 -0.821
C33 -4.458 -1.769 2.355
S2 -3.646 -3.101 1.398
C34 -4.209 -2.694 -0.185
C35 -3.477 -2.232 -1.214
S3 -1.785 -1.781 -1.397
S4 -4.357 -2.099 -2.750
C36 -5.864 -2.732 -2.256
S5 -7.155 -2.916 -3.282
S6 -5.935 -3.075 -0.558
H29 -3.976 -1.741 3.328
H30 -5.512 -1.889 2.385
H31 -4.157 -0.860 1.793
Te1 1.318 -0.616 -3.560
C37 1.681 -0.674 -5.636
C38 2.956 -1.022 -6.123
C39 3.240 -1.007 -7.470
C40 2.225 -0.709 -8.356
C41 0.990 -0.291 -7.925
C42 0.740 -0.272 -6.543
H32 3.731 -1.399 -5.437
H33 4.221 -1.390 -7.800
H34 2.351 -0.663 -9.400
H35 0.197 -0.037 -8.587
H36 -0.247 0.051 -6.172



> Which of these has the highest E?

C42H36BGdO2P2



> The lowest E belongs to which entry?

C42H35F4N9O22S4Y



> The lowest E belongs to which entry?

C42H35F4N9O22S4Y



What did the fifth record say?
Entry from OMol25: a structure of composition C42H36BMoN9O2S6Te (ωB97M-V/def2-TZVPD).

Summary:
Multiplicity   4
Total charge   -1
E   -136486.629 eV

Element x y z (Å)
Mo1 -0.553 -0.317 0.224
C1 -0.154 -3.829 1.091
C2 -0.483 -2.864 2.188
C3 -0.614 -3.204 3.582
C4 -0.794 -2.011 4.204
N1 -0.783 -1.045 3.295
N2 -0.603 -1.538 2.055
B1 -0.833 0.515 3.379
N3 0.537 0.983 2.770
C5 1.682 1.314 3.450
C6 2.713 1.361 2.535
C7 2.133 1.034 1.294
C8 2.776 1.066 -0.067
N4 0.842 0.772 1.467
N5 -2.021 1.006 2.532
C9 -3.134 1.646 2.956
C10 -3.923 1.896 1.839
C11 -3.228 1.384 0.721
C12 -3.694 1.253 -0.677
N6 -2.087 0.842 1.191
N7 -0.922 1.056 4.817
C13 -0.581 2.280 5.275
C14 -0.958 2.352 6.589
C15 -1.549 1.123 6.848
C16 -2.124 0.611 8.140
N8 -1.516 0.325 5.801
H1 -0.817 -4.682 1.144
H2 0.814 -4.294 1.288
H3 -0.209 -3.332 0.134
H4 -0.450 -4.177 4.042
H5 -1.086 -1.755 5.171
H6 1.725 1.455 4.482
H7 3.768 1.512 2.727
H8 3.451 1.910 -0.150
H9 1.957 1.021 -0.807
H10 3.363 0.169 -0.217
H11 -3.271 1.901 3.984
H12 -4.937 2.240 1.828
H13 -4.453 2.028 -0.813
H14 -4.129 0.266 -0.875
H15 -2.853 1.369 -1.397
H16 -0.019 3.001 4.692
H17 -0.868 3.172 7.233
H18 -1.417 0.463 8.970
H19 -2.487 -0.365 7.926
H20 -2.880 1.302 8.455
O1 2.307 -1.687 1.019
C17 2.072 -1.853 -0.168
O2 1.010 -1.444 -0.772
C18 3.110 -2.663 -0.953
C19 4.340 -2.806 -0.329
C20 5.327 -3.678 -0.848
C21 5.113 -4.282 -2.077
C22 3.941 -4.082 -2.735
C23 2.925 -3.294 -2.202
S1 1.521 -3.013 -3.287
H21 4.548 -2.298 0.612
H22 6.253 -3.772 -0.347
H23 5.928 -4.879 -2.538
H24 3.772 -4.581 -3.673
N9 2.640 8.371 -3.274
C24 2.181 7.325 -3.071
C25 1.571 6.078 -2.770
C26 1.406 5.076 -3.727
C27 0.843 3.843 -3.377
C28 0.351 3.642 -2.082
C29 0.390 4.712 -1.203
C30 1.042 5.875 -1.518
C31 -0.210 2.404 -1.600
C32 -0.419 1.254 -1.219
H25 1.784 5.225 -4.730
H26 0.798 3.004 -4.073
H27 0.027 4.575 -0.165
H28 1.223 6.651 -0.821
C33 -4.458 -1.769 2.355
S2 -3.646 -3.101 1.398
C34 -4.209 -2.694 -0.185
C35 -3.477 -2.232 -1.214
S3 -1.785 -1.781 -1.397
S4 -4.357 -2.099 -2.750
C36 -5.864 -2.732 -2.256
S5 -7.155 -2.916 -3.282
S6 -5.935 -3.075 -0.558
H29 -3.976 -1.741 3.328
H30 -5.512 -1.889 2.385
H31 -4.157 -0.860 1.793
Te1 1.318 -0.616 -3.560
C37 1.681 -0.674 -5.636
C38 2.956 -1.022 -6.123
C39 3.240 -1.007 -7.470
C40 2.225 -0.709 -8.356
C41 0.990 -0.291 -7.925
C42 0.740 -0.272 -6.543
H32 3.731 -1.399 -5.437
H33 4.221 -1.390 -7.800
H34 2.351 -0.663 -9.400
H35 0.197 -0.037 -8.587
H36 -0.247 0.051 -6.172